# C84H147N21

A cluster of 21 separate species, C84H147N21 in total (the ωB97M-V functional and the def2-TZVPD basis, OMol25).

## Properties
ΔE to the lowest compared entry with this formula, charge and spin   0.00 kcal per mole
E_LUMO   -0.1 eV
Calculated total energy   -4438.62094 a.u.
Frontier orbital gap   11.07 eV

```
! wB97M-V def2-TZVPD RIJCOSX def2/J DEFGRID3
* xyz 0 1
C 22.0748 17.7240 15.4180
C 23.3552 17.4153 14.6100
C 23.6041 15.9216 14.3129
C 23.3705 15.0361 15.4816
N 23.1360 14.2894 16.3844
H 21.2310 17.1163 15.0912
H 21.8708 18.7947 15.4234
H 22.1631 17.4937 16.4797
H 24.3024 17.7839 15.0036
H 23.3069 17.8119 13.5958
H 24.6190 15.7123 13.9750
H 22.9547 15.5438 13.5232
C 12.9344 15.9834 19.9780
C 13.5121 16.0654 18.5438
C 12.6364 16.9951 17.6747
C 13.1312 17.1293 16.2801
N 13.5307 17.1819 15.2134
H 13.1577 16.9020 20.5206
H 13.4138 15.1713 20.5245
H 11.8531 15.8508 19.9412
H 13.5986 15.0616 18.1280
H 14.5258 16.4445 18.6740
H 12.4733 17.9705 18.1330
H 11.6828 16.4755 17.5813
C 12.5086 13.4787 14.8857
C 11.4445 12.3701 14.6466
C 10.1708 13.0066 14.0895
C 9.7063 14.2340 14.7639
N 9.2779 15.1493 15.3237
H 13.4856 13.0042 14.9778
H 12.3418 13.9969 15.8300
H 12.6812 14.1366 14.0340
H 11.2188 11.9629 15.6322
H 11.7622 11.5849 13.9607
H 9.3301 12.3154 14.1491
H 10.3848 13.2968 13.0609
C 18.8457 22.1735 21.6921
C 18.3093 22.2822 20.2439
C 18.6070 23.6643 19.6374
C 20.0457 24.0264 19.5480
N 21.1414 24.2967 19.5399
H 19.9352 22.1601 21.7222
H 18.5313 21.2681 22.2113
H 18.5556 23.0398 22.2866
H 17.2220 22.2132 20.2797
H 18.6813 21.4056 19.7135
H 18.0952 24.4893 20.1330
H 18.1322 23.6795 18.6563
C 15.8486 13.0030 18.0007
C 16.5538 11.6893 18.4540
C 15.9055 10.9180 19.6025
C 15.8568 11.7095 20.8671
N 15.7411 12.3446 21.8317
H 15.7870 13.7780 18.7647
H 14.8626 12.7613 17.6039
H 16.3996 13.4323 17.1639
H 17.5982 11.9220 18.6621
H 16.5319 10.9894 17.6187
H 16.4844 10.0246 19.8367
H 14.8938 10.6386 19.3084
C 17.5685 17.1559 8.6668
C 17.7487 18.0732 9.8601
C 18.5827 19.3224 9.5819
C 17.9038 20.3384 8.7389
N 17.4108 21.1555 8.0849
H 18.4768 16.5743 8.5090
H 17.2890 17.6988 7.7639
H 16.8259 16.3835 8.8669
H 18.2720 17.5135 10.6353
H 16.8091 18.3515 10.3374
H 19.5584 19.0544 9.1764
H 18.7878 19.7537 10.5617
C 19.0588 20.2290 16.3652
C 19.4683 21.7339 16.4252
C 20.9071 21.9982 16.0566
C 21.3428 21.4939 14.7706
N 21.6774 21.1277 13.7182
H 18.9554 19.9630 15.3132
H 18.1606 20.0057 16.9408
H 19.8100 19.6083 16.8537
H 19.3152 22.0460 17.4582
H 18.8601 22.3311 15.7458
H 21.5756 21.5729 16.8051
H 21.0789 23.0732 16.1106
C 13.5398 19.9526 21.5638
C 12.8238 20.3526 20.2698
C 13.7815 20.8393 19.1571
C 14.7426 19.8362 18.5696
N 15.4726 19.0598 18.0895
H 13.9544 20.7908 22.1238
H 14.3610 19.2390 21.4972
H 12.8142 19.4675 22.2166
H 12.0952 21.1125 20.5525
H 12.3266 19.4839 19.8382
H 14.4983 21.5580 19.5543
H 13.2631 21.2712 18.3010
C 14.7215 23.7674 10.9895
C 14.3707 22.4996 10.2073
C 15.0068 21.1846 10.7776
C 14.7053 19.9944 9.8945
N 14.4923 19.1299 9.1512
H 15.7904 23.9481 10.8751
H 14.5425 23.7207 12.0637
H 14.1086 24.6039 10.6540
H 14.6530 22.6384 9.1637
H 13.2852 22.4012 10.2089
H 14.6737 20.9728 11.7936
H 16.0850 21.3448 10.7717
C 22.9378 19.5424 18.8602
C 22.0301 20.3984 19.7377
C 22.8403 21.2324 20.7108
C 23.4690 20.3028 21.7277
N 23.9335 19.6070 22.5065
H 22.4395 18.8878 18.1451
H 23.5677 18.8767 19.4502
H 23.5871 20.2744 18.3800
H 21.3138 19.7920 20.2920
H 21.4098 21.0641 19.1375
H 22.1142 21.8999 21.1749
H 23.6262 21.8677 20.3023
C 10.4664 18.1718 13.7670
C 11.1145 17.1625 12.8261
C 10.0408 16.3364 12.0658
C 9.0234 17.1202 11.3163
N 8.2063 17.6987 10.7324
H 9.9105 17.6315 14.5332
H 9.7660 18.8571 13.2895
H 11.2410 18.7744 14.2414
H 11.8365 16.4851 13.2821
H 11.7583 17.7323 12.1561
H 9.4647 15.7426 12.7754
H 10.5337 15.6491 11.3781
C 20.6936 25.0280 13.1507
C 20.0304 24.8380 11.7483
C 19.7522 23.3359 11.4705
C 18.7948 22.6591 12.3512
N 18.0488 22.0955 13.0510
H 20.9290 26.0705 13.3651
H 21.7078 24.6300 13.1829
H 20.1386 24.5821 13.9761
H 20.7036 25.3403 11.0536
H 19.1139 25.4280 11.7447
H 20.6469 22.7134 11.4618
H 19.2813 23.2153 10.4949
C 17.7109 15.3001 22.3813
C 16.8534 15.5533 21.1182
C 16.6603 17.0579 20.8823
C 17.9143 17.8349 20.7013
N 18.8895 18.4541 20.5463
H 17.7892 14.2342 22.5956
H 17.2261 15.6529 23.2916
H 18.7282 15.6854 22.3130
H 15.9261 14.9803 21.1230
H 17.4004 15.1074 20.2875
H 16.2306 17.5586 21.7499
H 16.0688 17.3659 20.0202
C 20.6919 13.6319 9.7191
C 19.4737 13.0753 10.5858
C 18.1609 12.8486 9.7557
C 18.2745 11.9101 8.6550
N 18.3449 11.1111 7.8050
H 20.9878 12.9652 8.9091
H 21.5705 13.8023 10.3414
H 20.5099 14.6321 9.3258
H 19.2814 13.8540 11.3239
H 19.7606 12.2430 11.2286
H 17.8536 13.7709 9.2628
H 17.3806 12.4792 10.4211
C 13.1784 21.5285 15.1269
C 14.4380 20.6393 14.9385
C 15.7947 21.3392 15.1074
C 15.9759 21.9752 16.4469
N 16.0845 22.5204 17.4560
H 12.2784 20.9476 14.9256
H 13.2225 22.4063 14.4822
H 12.9509 21.7478 16.1701
H 14.3974 20.1508 13.9649
H 14.3793 19.8117 15.6454
H 15.9071 22.0635 14.3006
H 16.5710 20.6096 14.8766
C 22.0633 16.5224 11.3359
C 21.5439 17.9436 11.0483
C 22.4590 18.7431 10.0629
C 21.9006 20.0488 9.6634
N 21.3978 21.0760 9.3773
H 23.0787 16.6040 11.7237
H 22.0967 15.8534 10.4760
H 21.3892 16.0178 12.0281
H 21.4236 18.5105 11.9715
H 20.5519 17.9268 10.5968
H 22.7494 18.1789 9.1766
H 23.4206 18.9742 10.5212
C 18.7509 10.0504 12.6336
C 17.2738 9.6796 12.7207
C 16.6307 9.9366 14.0769
C 16.7069 11.3747 14.4518
N 16.7629 12.5208 14.7258
H 19.1354 9.8138 11.6415
H 19.3185 9.3770 13.2759
H 18.9084 11.0518 13.0342
H 17.1196 8.6902 12.2901
H 16.7575 10.3448 12.0286
H 17.1378 9.3603 14.8507
H 15.6103 9.5584 14.0149
C 14.7481 16.4198 11.4425
C 15.2464 15.2978 12.2960
C 14.6467 13.9321 11.8708
C 14.8358 13.6313 10.4470
N 15.0380 13.4147 9.3058
H 13.6617 16.4172 11.5305
H 14.9803 16.2968 10.3846
H 15.1342 17.3784 11.7892
H 14.9616 15.5235 13.3236
H 16.3346 15.2573 12.2484
H 13.5591 13.9212 11.9428
H 15.0588 13.1086 12.4540
C 22.7060 15.5894 21.6233
C 21.6830 16.4982 20.9420
C 21.5186 16.1987 19.4626
C 20.6663 14.9999 19.2225
N 19.9832 14.0726 19.0474
H 22.4940 14.5368 21.4356
H 22.6247 15.7512 22.6981
H 23.7237 15.9147 21.4075
H 22.0992 17.4981 21.0653
H 20.6990 16.5200 21.4105
H 22.3952 16.0350 18.8359
H 21.0043 17.1012 19.1324
C 18.1928 16.5384 16.9076
C 17.0250 16.4888 15.9642
C 17.2032 17.3634 14.6980
C 18.2456 16.8310 13.7763
N 19.0526 16.3904 13.0819
H 18.0510 15.7753 17.6728
H 18.3618 17.4928 17.4063
H 19.1131 16.2776 16.3850
H 16.1685 16.8699 16.5204
H 16.7942 15.4664 15.6650
H 17.4736 18.3862 14.9601
H 16.2490 17.3528 14.1712
C 21.5846 12.3264 14.1325
C 20.3327 13.1712 14.5124
C 19.8049 12.7885 15.9084
C 19.5029 11.3526 16.1087
N 19.2866 10.2085 16.2013
H 22.3837 12.3599 14.8730
H 22.0062 12.7054 13.2015
H 21.3026 11.2939 13.9264
H 19.5132 13.0504 13.8040
H 20.5622 14.2346 14.5803
H 18.9139 13.3509 16.1874
H 20.5267 13.0171 16.6926
*
```